(1)
# C20H19ClF3NO6

C20H19ClF3NO6 as an isolated structure (ωB97M-V/def2-TZVPD, OMol25).

Each line ends with the natural charge from an NBO analysis.
Cartesian coordinates (Å):
C: 0.768 1.500 6.429  -0.215
H: 1.927 1.425 6.241  0.148
H: 0.490 2.374 5.929  0.177
H: 0.581 1.372 7.446  0.199
O: 0.426 0.523 5.731  -0.477
C: 0.449 0.361 4.510  0.360
C: 1.155 1.301 3.825  -0.382
C: 1.556 0.823 2.350  0.003
C: 0.978 -0.286 1.756  -0.345
C: 0.086 -1.058 2.424  0.355
C: -0.242 -1.023 3.859  0.149
O: -0.855 -1.845 4.647  -0.501
C: -1.930 -1.028 5.127  -0.250
H: -2.694 -2.066 5.572  0.153
H: -1.745 -0.457 5.911  0.179
H: -2.826 -0.631 4.485  0.215
O: -0.427 -1.964 1.758  -0.463
C: -1.380 -3.010 2.374  -0.238
H: -2.276 -2.724 2.479  0.169
H: -1.632 -3.797 1.555  0.194
H: -0.809 -3.635 3.203  0.221
C: 1.056 -0.429 0.433  0.780
O: 1.724 0.400 -0.318  -0.724
O: 0.642 -1.516 -0.148  -0.541
C: 1.322 -2.172 -1.627  0.179
C: 2.657 -1.883 -1.926  -0.654
H: 2.935 -2.146 -2.804  0.242
H: 3.000 -1.005 -1.893  0.253
H: 3.122 -2.382 -0.976  0.218
H: 0.775 -2.905 -1.604  0.179
C: 0.387 -1.334 -2.718  0.727
O: -0.138 -1.890 -3.465  -0.532
N: 0.513 0.106 -2.745  -0.720
C: 0.077 1.139 -3.581  0.071
C: -0.798 0.708 -4.625  -0.070
C: -1.455 1.440 -5.587  -0.203
C: -0.887 2.888 -5.442  -0.176
C: -0.467 3.418 -4.288  -0.203
C: 0.269 2.362 -3.449  -0.036
Cl: 1.200 2.823 -2.055  0.031
H: -0.099 4.523 -4.238  0.250
H: -1.667 3.678 -5.889  0.228
C: -2.206 1.171 -6.557  0.947
F: -2.824 2.272 -7.205  -0.341
F: -1.444 0.415 -7.543  -0.381
F: -3.134 0.347 -6.414  -0.273
H: -1.074 -0.262 -4.855  0.233
H: 1.138 0.711 -2.079  0.457
H: 2.118 1.433 1.705  0.230
H: 1.656 1.932 4.279  0.182

The calculation puts the HOMO-LUMO gap at 7.867 eV. The value obtained for the LUMO energy is 0.0060 Ha.

***

(2)
# C39H42F11N9O3Pt

C39H42F11N9O3Pt as an isolated structure (ωB97M-V/def2-TZVPD, OMol25).

Each line ends with the Mulliken charge.
Cartesian coordinates (Å):
Pt: -0.167 0.026 2.711  3.376
C: -1.136 -0.496 5.454  -1.016
N: -0.187 0.419 4.775  -0.299
C: -0.676 1.796 4.997  -1.199
C: 0.112 2.797 4.197  -0.980
N: 0.005 2.414 2.806  -0.319
C: 0.431 3.279 1.856  -0.382
C: -0.110 3.226 0.554  0.084
F: -1.147 2.437 0.323  -0.237
C: 0.311 4.039 -0.471  0.015
F: -0.245 3.940 -1.685  -0.312
C: 1.287 4.997 -0.236  0.481
F: 1.694 5.787 -1.222  -0.322
C: 1.825 5.128 1.037  0.207
F: 2.762 6.038 1.258  -0.295
C: 1.405 4.294 2.052  0.971
F: 2.007 4.423 3.234  -0.382
C: 1.213 0.214 5.271  -1.210
C: 2.239 0.567 4.211  -0.719
N: 1.789 -0.045 2.977  1.341
C: 2.675 -0.143 1.907  -0.235
C: 2.607 -1.168 0.955  -1.066
F: 1.748 -2.186 1.106  -0.420
C: 3.459 -1.250 -0.131  0.259
F: 3.316 -2.257 -1.000  -0.402
C: 4.467 -0.321 -0.313  0.857
F: 5.279 -0.394 -1.365  -0.345
C: 4.604 0.681 0.626  0.210
F: 5.555 1.600 0.484  -0.306
C: 3.725 0.762 1.694  0.523
F: 3.881 1.823 2.504  -0.368
H: -1.219 -0.208 6.505  0.400
H: -2.109 -0.411 4.974  0.330
H: -0.781 -1.514 5.373  0.308
H: -1.727 1.818 4.707  0.333
H: -0.603 2.040 6.061  0.524
H: -0.324 3.791 4.335  0.789
H: 1.135 2.869 4.559  0.329
H: 1.378 0.808 6.174  0.370
H: 1.304 -0.835 5.543  0.458
H: 2.383 1.642 4.140  0.186
H: 3.210 0.161 4.511  0.776
F: 2.273 0.141 -3.534  -0.393
C: 0.962 0.136 -3.217  0.850
C: 0.632 0.004 -1.907  0.054
C: -0.708 -0.007 -1.507  -0.055
C: -1.058 -0.170 -0.114  -0.104
O: -0.123 -0.370 0.716  -0.071
C: -2.433 -0.128 0.210  0.856
C: -3.342 0.068 -0.793  -0.423
N: -3.025 0.231 -2.087  0.270
C: -4.081 0.471 -3.054  -0.433
C: -4.129 1.805 -3.738  -0.442
C: -5.156 1.450 -2.705  -0.981
C: -1.692 0.173 -2.480  -0.319
C: -1.336 0.288 -3.831  -1.018
C: -0.010 0.257 -4.242  -0.270
N: 0.335 0.366 -5.595  0.212
C: 1.727 0.394 -6.059  -0.503
C: 1.775 0.551 -7.571  -1.022
N: 0.790 1.604 -7.997  -0.074
C: -0.641 1.219 -7.644  -0.740
C: -0.622 0.075 -6.645  -0.621
C: -2.974 -0.203 1.605  -0.194
O: -4.138 -0.492 1.783  -0.727
O: -2.162 0.084 2.581  -0.920
H: 1.413 -0.101 -1.167  -0.121
H: -4.395 0.098 -0.547  0.869
H: -4.365 -0.414 -3.610  0.480
H: -4.427 1.836 -4.777  0.314
H: -3.375 2.528 -3.455  0.222
H: -6.157 1.215 -3.034  0.273
H: -5.101 1.957 -1.752  0.341
H: -2.130 0.411 -4.547  0.628
H: 2.284 -0.512 -5.811  0.402
H: 2.250 1.232 -5.598  0.454
H: 1.516 -0.356 -8.111  0.399
H: 2.770 0.864 -7.882  0.446
H: 0.869 1.778 -9.000  0.370
H: 1.030 2.481 -7.530  0.393
H: -1.158 0.950 -8.563  0.406
H: -1.107 2.105 -7.217  0.395
H: -0.383 -0.872 -7.139  0.267
H: -1.628 -0.038 -6.258  0.333
C: 1.684 -3.296 4.106  -0.925
N: 0.817 -3.915 3.123  0.117
C: 1.444 -4.947 2.311  -1.177
C: -0.364 -3.353 2.802  0.453
N: -0.665 -2.115 3.165  -0.953
N: -1.274 -4.162 2.183  0.144
C: -1.549 -5.500 2.695  -1.141
C: -2.350 -3.568 1.413  -0.994
H: 2.298 -4.073 4.559  0.446
H: 1.076 -2.833 4.878  0.304
H: 2.333 -2.535 3.667  0.132
H: 2.342 -4.546 1.839  0.352
H: 0.764 -5.281 1.534  0.414
H: 1.726 -5.798 2.932  0.327
H: -1.669 -1.980 3.102  0.366
H: -0.754 -5.818 3.363  0.386
H: -1.629 -6.215 1.875  0.344
H: -2.492 -5.502 3.247  0.372
H: -1.983 -2.687 0.893  0.060
H: -3.216 -3.289 2.023  0.410
H: -2.681 -4.292 0.668  0.450

The calculation puts the HOMO-LUMO gap (alpha / beta) at 5.784 / 5.782 eV. The charge is +2. The value obtained for the LUMO energy (alpha / beta) is -0.2092 / -0.2092 Ha.

***

(3)
# C32H42O5

A 2-piece molecular cluster, C32H42O5 overall (ωB97M-V/def2-TZVPD, OMol25).

Each line ends with the Mulliken charge.
Cartesian coordinates (Å):
C: -2.814 2.891 1.944  -1.375
C: -1.863 1.742 2.169  0.405
O: -0.555 2.303 2.378  -0.041
C: 0.424 1.381 2.602  1.068
C: 1.662 2.081 2.908  -0.195
C: 2.921 1.399 3.062  0.707
O: 3.978 2.059 3.128  -0.753
C: 3.053 -0.115 3.160  -1.263
C: 3.244 -0.818 1.824  -0.545
C: 4.544 -0.433 1.083  -0.844
C: 4.324 0.371 -0.217  -0.860
C: 4.730 1.859 -0.114  -0.570
C: 3.773 2.826 -0.820  -1.279
C: 2.566 3.254 0.036  0.241
C: 2.815 4.345 1.082  -0.758
C: 1.646 4.543 2.063  -0.594
C: 1.577 3.540 3.236  -1.445
O: 0.186 0.177 2.527  -0.759
H: -3.793 2.496 1.667  0.295
H: -2.920 3.479 2.864  0.370
H: -2.457 3.539 1.134  0.281
H: -2.150 1.149 3.052  0.336
H: -1.829 1.072 1.299  -0.321
H: 3.932 -0.295 3.794  0.438
H: 2.142 -0.490 3.628  0.396
H: 3.284 -1.898 2.021  0.380
H: 2.358 -0.656 1.197  0.289
H: 5.204 0.131 1.760  0.492
H: 5.072 -1.366 0.820  0.434
H: 4.945 -0.091 -1.004  0.410
H: 3.277 0.274 -0.543  0.403
H: 4.823 2.140 0.944  0.283
H: 5.732 1.950 -0.553  0.504
H: 4.345 3.707 -1.136  0.370
H: 3.377 2.345 -1.725  0.393
H: 1.759 3.594 -0.632  0.452
H: 2.166 2.374 0.562  -0.375
H: 3.735 4.121 1.643  0.175
H: 2.983 5.295 0.544  0.499
H: 1.757 5.546 2.495  0.376
H: 0.689 4.525 1.527  0.211
H: 0.628 3.706 3.761  0.392
H: 2.404 3.753 3.926  0.438
C: -6.619 2.571 -2.846  -0.849
O: -6.579 2.150 -1.470  -0.391
C: -5.690 1.180 -1.131  0.931
C: -5.529 0.917 0.251  -0.576
C: -4.414 0.237 0.695  -0.512
C: -3.481 -0.335 -0.213  0.260
C: -2.392 -1.183 0.209  -0.304
C: -2.191 -2.369 -0.493  -0.559
C: -1.279 -3.359 -0.119  -0.606
C: -0.810 -4.344 -1.035  0.560
C: -0.123 -5.507 -0.587  -0.639
C: 0.454 -6.374 -1.478  -0.590
C: 0.365 -6.136 -2.873  0.895
O: 1.073 -6.985 -3.657  -0.406
C: 1.103 -6.786 -5.079  -0.802
C: -0.384 -5.032 -3.353  -0.597
C: -0.959 -4.161 -2.442  -0.564
C: -3.733 -0.150 -1.601  -0.736
C: -4.828 0.552 -2.067  -0.511
H: -7.304 3.420 -2.841  0.236
H: -5.632 2.884 -3.222  0.379
H: -7.017 1.759 -3.473  0.342
H: -6.223 1.389 0.947  0.409
H: -4.249 0.065 1.763  0.452
H: -1.808 -0.963 1.110  0.465
H: -2.836 -2.600 -1.352  0.810
H: -0.940 -3.398 0.921  0.442
H: -0.075 -5.700 0.484  0.407
H: 1.019 -7.243 -1.153  0.423
H: 1.773 -7.574 -5.431  0.240
H: 0.106 -6.911 -5.528  0.336
H: 1.510 -5.797 -5.338  0.350
H: -0.482 -4.847 -4.424  0.397
H: -1.520 -3.302 -2.809  0.323
H: -3.028 -0.590 -2.318  0.539
H: -4.952 0.716 -3.141  0.390

The calculation puts the HOMO-LUMO gap at 2.120 eV. The value obtained for the LUMO energy is -0.1174 Ha.

***

Asked for electronic energy across the records above, the calculation gives -55478.616 -93800.012 -44098.469 eV in order.
Asked for relative energy (zero: lowest compared OMol25 entry of this formula, charge and spin) across the records above, the calculation gives 462.6 31.2 2.6 kcal per mole in order.